# 1
Molecular formula: CHN3O3
Method: DFT, ωB97M-V with the def2-TZVPD basis set

The geometry in XYZ format:
```
8
Properties=species:S:1:pos:R:3:lowdin_charge:R:1
C 1.63594 -1.07303 -0.03660 -0.4173
N 1.12708 0.00821 0.23442 0.1414
N -0.23065 -0.04150 0.25476 0.0743
N -0.75070 -1.16787 -0.04235 -0.4166
O 2.53145 -1.81203 -0.06623 0.1837
O 0.08348 -2.01626 -0.41476 0.1077
O -1.92263 -1.38418 0.07412 0.1041
H -0.94894 0.70084 0.45531 0.2226
```

As for the total energy: -11660.7539 eV. The calculation puts the LUMO energy at 0.0 eV. For the HOMO energy, the calculation gives -10.057 eV.

***

# 2
Molecular formula: CH9N3O2
Method: DFT, ωB97M-V with the def2-TZVPD basis set

The geometry in XYZ format:
```
15
Properties=species:S:1:pos:R:3:lowdin_charge:R:1
N -0.25328 -0.38606 0.01753 0.1801
C -0.89409 -0.09568 -1.28059 -0.6270
N -1.14292 -1.32726 -1.86646 0.2374
N -2.04490 0.75105 -1.05338 0.1330
H -0.13232 0.44356 -1.87112 0.1458
H 0.30421 0.43580 0.32374 0.0545
H -2.45836 0.43392 -0.17617 0.0985
H -0.85777 -1.35815 -2.84800 0.0724
H -2.73763 0.53593 -1.76212 0.0804
H 2.91353 -1.00715 1.83246 0.0009
H 0.33048 -1.22012 0.07407 0.1102
O 2.91154 -0.09131 1.55032 -0.1454
H 0.70043 1.62372 2.67012 -0.0085
H 1.97785 0.35051 1.65048 -0.0668
O 0.72532 0.96842 1.96456 -0.2657
```

As for the total energy: -9741.0792 eV. The calculation puts the LUMO energy at -4.7 eV. For the HOMO energy, the calculation gives -8.736 eV.

***

# 3
Molecular formula: C5H12N
Method: DFT, ωB97M-V with the def2-TZVPD basis set

The geometry in XYZ format:
```
18
Properties=species:S:1:pos:R:3:lowdin_charge:R:1
C 0.32583 0.41053 2.36595 -0.1033
C 0.91417 1.08622 1.12951 -0.2434
C -0.06296 1.28184 -0.04908 -0.1890
C -0.56477 -0.02119 -0.56247 -0.0721
C -0.11349 -0.60122 -1.66149 -0.0721
N -0.64899 -1.91263 -2.11413 0.1983
H -0.17848 -0.55048 2.26114 0.0654
H 1.15260 0.26516 3.06323 0.0809
H -0.39087 1.06556 2.84888 0.0775
H 1.29187 2.06430 1.42137 0.1141
H 1.79358 0.53306 0.77879 0.1113
H -0.86072 1.90932 0.35438 0.1280
H 0.40128 1.84676 -0.84925 0.1162
H -1.24995 -0.52693 0.10697 0.1263
H 0.54931 -0.12920 -2.36828 0.1325
H -0.68215 -1.92804 -3.14104 0.1779
H -0.08053 -2.71290 -1.81867 0.1780
H -1.59574 -2.08015 -1.76582 0.1735
```

The charge is +1. As for the total energy: -6862.3790 eV. The calculation puts the LUMO energy at -3.8 eV. For the HOMO energy, the calculation gives -14.566 eV. The structure (SMILES) is CCC/C=C/[NH3+].

***

# 4
Molecular formula: C31H73InNO11P2
Method: DFT, ωB97M-V with the def2-TZVPD basis set

The geometry in XYZ format:
```
119
Properties=species:S:1:pos:R:3:lowdin_charge:R:1
C 2.44220 1.67689 2.43327 -0.1518
C 1.29545 0.53184 2.10036 -0.2555
C 1.63319 -0.90499 2.88620 -0.2108
C 0.48831 -2.00155 2.46992 -0.2269
C 1.06036 -3.46335 1.99814 -0.2353
C 1.59802 -3.28705 0.42429 -0.2837
C 3.23666 -3.24680 0.51860 -0.3137
In 4.20770 -1.86623 -1.04328 0.7529
O 4.85056 -3.12361 -2.61757 -0.4586
C 6.05197 -0.98295 0.01957 -0.3017
C 6.58554 0.41050 -0.66003 -0.2872
C 8.15098 0.22061 -1.21436 -0.2026
C 9.07389 1.21625 -0.29205 -0.2367
C 10.36630 1.68612 -1.18499 -0.2376
C 10.02302 2.70037 -2.42678 -0.2253
C 8.77007 3.73218 -2.14643 -0.1903
C 8.59236 4.80520 -3.41274 -0.2114
O 7.17283 5.09597 -3.71960 -0.2688
C 6.42544 5.48262 -2.50589 -0.1311
C 2.79942 -0.29591 -1.86563 -0.2249
C 3.17688 0.26938 -3.35742 -0.4103
O 4.15399 -0.54903 -4.10189 -0.1356
C 3.70502 1.82354 -3.39648 -0.2517
N 2.63437 2.85686 -3.05191 -0.0623
H 1.99969 2.39848 3.25219 0.0638
H 3.38886 1.14877 2.93047 0.0796
H 2.76461 2.31044 1.49232 0.0673
H 1.24204 0.29464 0.95454 0.0899
H 0.23853 0.92689 2.48697 0.1112
H 1.60454 -0.61935 4.04342 0.1108
H 2.73593 -1.21866 2.65217 0.0971
H -0.19819 -2.19870 3.42507 0.0977
H -0.12625 -1.55599 1.56681 0.1062
H 0.16528 -4.24371 2.02973 0.0943
H 1.91192 -3.90437 2.69355 0.1081
H 1.25377 -4.27209 -0.15454 0.1033
H 1.11390 -2.35411 -0.10886 0.0803
H 3.63015 -3.01003 1.61964 0.0291
H 3.64192 -4.33365 0.27721 0.0350
H 5.02775 -4.01370 -2.17166 -0.0395
H 6.89685 -1.78976 0.08734 0.0279
H 5.67869 -0.75389 1.12900 0.0293
H 6.52845 1.24321 0.18848 0.0987
H 5.87043 0.69869 -1.54035 0.0544
H 8.24010 0.40858 -2.37751 0.1070
H 8.54451 -0.88005 -1.01552 0.1106
H 8.51446 2.14703 0.14669 0.0940
H 9.45921 0.56899 0.63360 0.1215
H 11.21740 2.16397 -0.53062 0.0994
H 10.82524 0.69538 -1.65549 0.1142
H 10.99117 3.36479 -2.60640 0.1161
H 9.72541 2.04277 -3.34893 0.1076
H 8.98794 4.38768 -1.18674 0.1152
H 7.77914 3.09930 -1.96470 0.1193
H 9.21121 5.79301 -3.26653 0.1239
H 9.05007 4.25444 -4.36266 0.1289
H 5.83666 4.52830 -2.12013 0.0978
H 5.65051 6.31624 -2.79427 0.0956
H 7.13205 5.95301 -1.68634 0.1010
H 1.73114 -0.81738 -1.96592 0.0463
H 2.67707 0.53272 -1.04772 0.0247
H 2.16982 0.24713 -3.99756 0.1459
H 5.07179 -0.21277 -3.80552 0.1055
H 4.62682 2.05226 -2.71289 0.0947
H 4.00023 2.04255 -4.52963 0.1310
H 2.56657 2.94440 -1.99609 0.0600
H 3.07001 3.78446 -3.33765 0.0580
O -3.09895 -1.88273 4.13516 -0.2195
P -4.50126 -2.49616 4.36858 0.7869
O -5.25483 -1.02647 4.47913 -0.2499
C -5.55830 -0.36350 3.26332 -0.2990
C -6.70569 -1.03880 2.53599 -0.0817
O -4.20696 -2.76337 5.98623 -0.2753
C -2.89202 -2.97550 6.47644 -0.2925
C -2.32116 -1.67545 7.02238 -0.0728
O -6.06813 -3.18157 4.62939 -0.2706
C -6.69709 -3.30481 5.90044 -0.2911
C -7.00249 -1.98693 6.59313 -0.0798
H -4.66829 -0.31891 2.62822 0.1086
H -5.83988 0.66374 3.51376 0.1197
H -6.41732 -2.03802 2.19439 0.0728
H -7.00839 -0.45448 1.66209 0.0646
H -7.56971 -1.16067 3.19780 0.0768
H -2.24370 -3.41498 5.70884 0.1070
H -2.95678 -3.70718 7.28609 0.1142
H -2.37093 -0.86469 6.29032 0.0734
H -1.28053 -1.80671 7.32820 0.0770
H -2.90231 -1.34415 7.89137 0.0751
H -6.12169 -3.97743 6.54550 0.1114
H -7.64980 -3.81358 5.71574 0.1173
H -6.09380 -1.45586 6.88634 0.0670
H -7.58702 -2.16134 7.50174 0.0787
H -7.56866 -1.32234 5.93392 0.0741
O -7.28041 -0.91460 -1.42711 -0.2242
P -7.93622 0.26116 -2.19179 0.7783
O -8.32207 -0.65908 -3.51253 -0.2480
C -9.48132 -1.46966 -3.41820 -0.3015
C -10.74668 -0.63452 -3.47275 -0.0881
O -6.46746 0.85591 -2.70542 -0.2719
C -5.27874 0.64373 -1.95957 -0.2897
C -4.51425 -0.54564 -2.52084 -0.0670
O -8.66900 1.57490 -3.04621 -0.2731
C -8.03673 2.32219 -4.07971 -0.2892
C -7.68614 1.52276 -5.32387 -0.0769
H -9.44850 -2.06575 -2.50111 0.1069
H -9.46479 -2.16185 -4.26545 0.1207
H -10.83198 0.00337 -2.58726 0.0679
H -11.63242 -1.27501 -3.51751 0.0769
H -10.74159 0.02534 -4.34678 0.0776
H -5.49188 0.52378 -0.89051 0.1003
H -4.66482 1.54310 -2.05609 0.1184
H -5.13672 -1.44250 -2.58342 0.0717
H -3.63932 -0.76975 -1.90608 0.0814
H -4.17847 -0.32987 -3.54228 0.0801
H -7.16696 2.85743 -3.68396 0.1133
H -8.75437 3.09694 -4.37187 0.1177
H -6.90906 0.77959 -5.13011 0.0688
H -7.31481 2.18681 -6.11053 0.0815
H -8.56149 0.98637 -5.70180 0.0737
```

The charge is -1. As for the total energy: -81082.4111 eV. The calculation puts the LUMO energy at -1.0 eV. For the HOMO energy, the calculation gives -4.220 eV.

***

Energy relative to the best compared isomer or geometry (same formula, charge and spin) for the records above, in order: 104.19; 770.55; 113.81; 1263.77 kJ/mol
Frontier orbital gap for the records above, in order: 10.11; 3.99; 10.78; 3.20 eV